Entry 1:
Formula: C7H13N4S
Source: OMol25
Level of theory: ωB97M-V/def2-TZVPD

The geometry in XYZ format:
```
25
C7H13N4S ωB97M-V/def2-TZVPD
C 1.335 -0.502 0.476
C 3.516 -0.463 0.507
C 2.955 0.467 -0.613
C -1.320 1.152 0.211
C -2.597 0.603 0.860
C 0.434 0.605 -1.329
C -3.756 -1.741 -0.041
N 2.292 -1.014 1.070
N 0.032 -0.817 0.470
N 1.554 0.565 -0.407
N -0.675 0.078 -0.540
S -3.526 -0.227 -0.488
H 4.316 -1.180 0.144
H 4.008 0.011 1.337
H 3.332 1.415 -0.714
H 3.260 0.079 -1.601
H -1.641 1.804 -0.627
H -0.671 1.765 0.787
H -2.282 -0.115 1.601
H -3.209 1.444 1.273
H 0.214 1.694 -1.607
H 0.575 0.083 -2.190
H -4.133 -2.274 -0.852
H -3.688 -2.348 0.877
H -0.323 -1.083 1.393
```

Properties
- Orbital gap: 4.974 eV
- Largest force on an atom: 3.8 eV Å⁻¹
- Relative energy (zero: lowest compared OMol25 entry of this formula, charge and spin): 465.93 kJ/mol
- HOMO level: -11.233 eV
- Charge: +1

=====

Entry 2:
Formula: C7H13N5O2
Source: OMol25
Level of theory: ωB97M-V/def2-TZVPD

The geometry in XYZ format:
```
27
C7H13N5O2 ωB97M-V/def2-TZVPD
C -0.054 -1.772 0.060
C -0.947 -0.737 0.270
C -2.818 2.039 -0.281
C 0.930 -1.883 -0.857
C 1.658 -3.198 -0.583
C 1.261 -3.410 0.897
C 2.278 1.140 0.269
N -1.755 0.089 0.320
N -2.761 0.782 0.304
N -1.852 2.466 -0.999
N 0.997 1.520 0.917
N -3.961 2.746 0.036
O 0.550 2.659 0.296
O -0.085 -2.876 0.992
H 1.030 -1.106 -1.606
H -0.100 2.536 -0.341
H 1.421 -4.001 -1.324
H 2.695 -2.900 -0.850
H 1.102 -4.466 1.145
H 1.963 -2.958 1.536
H 3.174 0.932 0.922
H 2.036 0.169 -0.329
H 2.575 1.905 -0.536
H 1.295 1.744 1.860
H -1.932 3.419 -1.370
H -4.594 1.968 0.111
H -4.106 3.193 -0.860
```

Properties
- Orbital gap: 8.290 eV
- Largest force on an atom: 4.6 eV Å⁻¹
- Relative energy (zero: lowest compared OMol25 entry of this formula, charge and spin): 57.25 kJ/mol
- HOMO level: -8.032 eV

=====

Entry 3:
Formula: C7H13NO
Source: OMol25
Level of theory: ωB97M-V/def2-TZVPD

The geometry in XYZ format:
```
22
C7H13NO ωB97M-V/def2-TZVPD
C -1.306 -1.058 1.553
C -0.678 0.325 -2.417
C 0.586 2.052 0.699
C 0.440 -0.789 -0.356
C 0.048 -0.649 1.030
C -0.201 0.245 -0.999
N 1.307 -1.745 -0.864
C -0.468 1.180 0.057
O 0.988 -0.888 2.026
H 1.875 -0.820 1.652
H 1.589 -2.492 -0.247
H 2.048 -1.438 -1.477
H -1.449 1.671 0.041
H -2.074 -0.919 0.796
H -1.280 -2.115 1.847
H -1.573 -0.481 2.440
H -0.808 -0.671 -2.848
H -1.642 0.843 -2.463
H 0.013 0.879 -3.061
H 0.348 2.277 1.744
H 0.666 3.012 0.173
H 1.571 1.581 0.675
```

Properties
- Orbital gap: 8.358 eV
- Largest force on an atom: 1.0 eV Å⁻¹
- Relative energy (zero: lowest compared OMol25 entry of this formula, charge and spin): 256.69 kJ/mol
- SMILES string: C/C=C(C)\C(N)=C(/C)O
- HOMO level: -7.607 eV

=====

Entry 4:
Formula: C7H13NO
Source: OMol25
Level of theory: ωB97M-V/def2-TZVPD

The geometry in XYZ format:
```
22
C7H13NO ωB97M-V/def2-TZVPD
C 1.007 -1.200 1.254
C -0.560 1.293 -1.054
C -1.495 -0.739 0.963
C 0.768 1.910 -1.480
C -0.568 -0.254 -1.893
C -0.143 -0.880 0.327
N 1.065 -0.505 2.529
C 0.003 -1.202 -1.017
O -0.807 -0.213 -3.066
H 0.249 -0.695 3.104
H 1.154 0.496 2.402
H 0.984 -2.283 1.440
H 1.953 -1.019 0.736
H 0.698 -1.950 -1.383
H -0.684 1.439 0.014
H -1.415 1.786 -1.521
H -1.527 0.065 1.700
H -2.272 -0.559 0.224
H -1.728 -1.680 1.472
H 0.897 1.858 -2.556
H 0.820 2.956 -1.184
H 1.601 1.376 -1.012
```

Properties
- Orbital gap: 8.473 eV
- Largest force on an atom: 4.1 eV Å⁻¹
- Relative energy (zero: lowest compared OMol25 entry of this formula, charge and spin): 285.74 kJ/mol
- SMILES string: CCC(=O)/C=C(\C)CN
- HOMO level: -8.721 eV

=====

Entry 5:
Formula: C7H13NO
Source: OMol25
Level of theory: ωB97M-V/def2-TZVPD

The geometry in XYZ format:
```
22
C7H13NO ωB97M-V/def2-TZVPD
C -0.264 0.720 1.697
C 0.699 1.898 1.796
N -0.184 -0.082 2.900
C 0.021 -0.101 0.405
O -0.750 -1.279 0.448
H -1.294 1.088 1.626
H -0.807 -0.878 2.815
H 0.758 -0.444 3.018
H 1.096 -0.359 0.367
H 0.489 2.461 2.701
H 0.594 2.553 0.935
H 1.728 1.544 1.845
C 0.371 -1.072 -2.764
C -0.170 -2.210 -2.333
C -0.294 0.731 -0.770
C -0.707 1.573 -1.519
H 1.409 -0.840 -2.587
H -0.159 -0.417 -3.433
H -1.168 -2.501 -2.622
H -0.754 -1.679 -0.459
H 0.415 -2.950 -1.807
H -1.029 2.244 -2.260
```

Properties
- Orbital gap: 10.067 eV
- Largest force on an atom: 1.2 eV Å⁻¹
- Relative energy (zero: lowest compared OMol25 entry of this formula, charge and spin): 333.15 kJ/mol
- SMILES string: C#C[C@H](O)[C@H](C)N.C=C
- HOMO level: -9.065 eV

=====

Entry 6:
Formula: C7H13NO
Source: OMol25
Level of theory: ωB97M-V/def2-TZVPD

The geometry in XYZ format:
```
22
C7H13NO ωB97M-V/def2-TZVPD
C -1.492 -0.293 1.654
C -0.636 0.277 0.558
C -1.270 1.156 -0.518
C -0.238 1.234 -1.663
C 0.639 -0.036 -1.522
C 0.529 -0.418 -0.063
C 1.173 -1.682 0.477
H -1.865 0.467 2.353
H -2.377 -0.816 1.279
H -0.940 -1.014 2.292
H -1.483 2.179 -0.096
H -2.206 0.724 -0.877
H -0.717 1.322 -2.632
H 0.409 2.103 -1.515
H 1.688 0.121 -1.788
H 0.303 -0.875 -2.137
H 0.591 -1.907 1.441
H 0.988 -2.510 -0.239
H 2.657 -0.746 1.174
H 0.954 1.541 0.346
N 0.737 0.669 0.894
O 2.556 -1.495 0.582
```

Properties
- Orbital gap: 10.477 eV
- Largest force on an atom: 2.1 eV Å⁻¹
- Relative energy (zero: lowest compared OMol25 entry of this formula, charge and spin): 110.92 kJ/mol
- SMILES string: C[C@]12CCC[C@@]1(CO)N2
- HOMO level: -9.521 eV

=====

Entry 7:
Formula: C7H13NO2
Source: OMol25
Level of theory: ωB97M-V/def2-TZVPD

The geometry in XYZ format:
```
23
C7H13NO2 ωB97M-V/def2-TZVPD
C -2.755 0.884 -0.288
C -0.407 -0.942 0.550
C 0.343 -0.123 -0.192
C -0.972 -2.238 0.052
C 0.685 -0.497 -1.608
C 2.363 1.002 0.782
C 0.915 1.177 0.314
N -2.262 1.925 0.027
O -3.286 -0.132 -0.404
O -0.758 -0.719 1.855
H -0.185 -2.975 -0.095
H -1.497 -2.099 -0.890
H -1.671 -2.609 0.794
H 1.234 -1.437 -1.649
H 1.299 0.273 -2.068
H -0.220 -0.617 -2.204
H 2.414 0.250 1.564
H 2.763 1.936 1.169
H 2.988 0.677 -0.045
H 0.890 1.914 -0.492
H 0.313 1.580 1.135
H -1.818 2.659 -0.476
H -0.376 0.109 2.168
```

Properties
- Orbital gap: 8.762 eV
- Largest force on an atom: 1.2 eV Å⁻¹
- Relative energy (zero: lowest compared OMol25 entry of this formula, charge and spin): 130.95 kJ/mol
- SMILES string: CC/C(C)=C(/C)O.N=C=O
- HOMO level: -8.092 eV

=====

Entry 8:
Formula: C7H13NO2S
Source: OMol25
Level of theory: ωB97M-V/def2-TZVPD

The geometry in XYZ format:
```
24
C7H13NO2S ωB97M-V/def2-TZVPD
C -0.041 -0.345 0.034
C -0.965 -1.255 -0.174
C 0.902 1.509 1.054
C 2.124 1.173 0.242
C -0.461 -2.700 -0.307
C -2.392 -0.856 -0.161
C -0.706 2.079 -0.716
N -0.297 1.198 0.387
O 2.091 -1.257 1.354
O 2.278 -1.212 -1.072
S 1.779 -0.584 0.100
H 1.000 0.946 2.060
H 1.028 2.596 1.301
H 2.214 1.710 -0.665
H 3.088 1.330 0.755
H -1.220 -3.517 -0.352
H 0.488 -2.712 -0.915
H 0.078 -2.833 0.647
H -2.614 -0.123 -0.916
H -3.037 -1.764 -0.526
H -2.712 -0.418 0.774
H -0.690 3.135 -0.295
H -0.163 1.938 -1.709
H -1.773 1.963 -0.901
```

Properties
- Orbital gap: 9.577 eV
- Largest force on an atom: 4.2 eV Å⁻¹
- Relative energy (zero: lowest compared OMol25 entry of this formula, charge and spin): 318.65 kJ/mol
- SMILES string: CC(C)=C1N(C)CCS1(=O)=O
- HOMO level: -8.832 eV

=====

Entry 9:
Formula: C7H13NO2S2Si
Source: OMol25
Level of theory: ωB97M-V/def2-TZVPD

The geometry in XYZ format:
```
26
C7H13NO2S2Si ωB97M-V/def2-TZVPD
C -1.560 -3.646 -0.060
C -1.026 -2.612 -0.851
C -0.607 -4.279 0.682
C 0.330 -2.527 -0.723
C 0.985 2.935 -0.946
C 0.072 2.897 2.008
C -1.351 1.047 -0.054
N 1.299 0.515 0.985
O 0.712 -0.628 -2.514
O 2.723 -1.749 -1.590
Si 0.334 1.785 0.439
S 0.963 -3.638 0.431
S 1.394 -1.223 -1.390
H -2.604 -3.905 -0.043
H -1.599 -1.981 -1.505
H -0.745 -5.098 1.361
H 0.321 2.925 -1.804
H 1.091 3.964 -0.620
H 1.954 2.596 -1.292
H -0.931 3.304 2.013
H 0.222 2.314 2.909
H 0.788 3.711 2.003
H -2.119 1.812 -0.119
H -1.278 0.567 -1.023
H -1.675 0.307 0.670
H 2.306 0.609 1.036
```

Properties
- Orbital gap (alpha / beta): 5.930 / 5.932 eV
- Largest force on an atom: 2.8 eV Å⁻¹
- HOMO level (alpha / beta): -8.739 / -8.742 eV

=====

Entry 10:
Formula: C7H13NO3
Source: OMol25
Level of theory: ωB97M-V/def2-TZVPD

The geometry in XYZ format:
```
24
C7H13NO3 ωB97M-V/def2-TZVPD
C 3.814 0.917 0.086
C 1.776 -0.444 0.034
C 0.316 -0.331 -0.384
C -0.356 0.896 0.156
C -1.870 0.759 -0.279
C -2.500 -0.678 0.204
C -1.553 -1.775 -0.279
H 3.937 1.966 -0.072
H 4.218 0.430 -0.894
H 3.860 0.334 1.213
H 0.055 -0.514 -1.165
H 0.246 1.971 -0.068
H -0.087 1.063 1.542
H -2.051 0.764 -1.438
H -2.071 2.569 -0.217
H -3.821 -0.636 -0.104
H -2.472 -0.524 1.515
H -2.040 -2.537 0.375
H -1.647 -1.840 -1.239
H 0.530 -2.179 0.204
N -0.304 -1.578 0.320
O 2.378 0.829 -0.202
O 2.366 -1.346 0.347
O -2.725 1.884 0.342
```

Properties
- Orbital gap: 10.104 eV
- Largest force on an atom: 19.2 eV Å⁻¹
- Relative energy (zero: lowest compared OMol25 entry of this formula, charge and spin): 927.27 kJ/mol
- HOMO level: -9.432 eV